Entry 1:
{"formula": "C14H52N12O16", "method": "wB97M-V/def2-TZVPD", "energy_ha": -2425.4906, "homo_ev": -9.74, "smiles": "NC(N)=O.NC(N)=O.NC(N)=O.NC(N)=O.NC(N)=O.NC(N)=O.OCCO.OCCO.OCCO.OCCO.O.O", "total_charge": 0, "fmax_ev_per_a": 7.401, "relative_energy_kj_mol": 618.4, "elements": ["N", "C", "N", "O", "H", "H", "H", "H", "N", "C", "N", "O", "H", "H", "H", "H", "N", "C", "N", "O", "H", "H", "H", "H", "N", "C", "N", "O", "H", "H", "H", "H", "N", "C", "N", "O", "H", "H", "H", "H", "N", "C", "N", "O", "H", "H", "H", "H", "O", "C", "C", "O", "H", "H", "H", "H", "H", "H", "O", "C", "C", "O", "H", "H", "H", "H", "H", "H", "O", "C", "C", "O", "H", "H", "H", "H", "H", "H", "O", "C", "C", "O", "H", "H", "H", "H", "H", "H", "O", "H", "H", "O", "H", "H"], "xyz": [[9.2352, 3.4187, 13.3310], [9.6169, 3.2841, 12.1042], [8.9005, 2.3635, 11.5348], [10.4864, 3.9129, 11.5465], [8.7979, 2.6262, 13.7791], [9.7830, 3.9669, 13.9787], [9.1176, 2.1822, 10.5652], [7.9837, 2.1242, 11.8846], [15.0155, 3.8049, 19.2881], [14.0376, 3.9132, 20.1715], [14.5463, 4.4616, 21.2021], [12.8823, 3.6769, 19.9061], [14.8098, 3.4120, 18.3807], [15.9373, 3.6745, 19.6797], [15.5342, 4.4841, 21.4109], [13.9531, 4.7260, 21.9755], [27.0877, 6.1113, 10.0159], [27.9778, 7.0513, 9.7243], [27.6046, 8.2681, 10.1757], [29.0579, 6.8452, 9.2666], [26.2030, 6.3731, 10.4270], [27.3457, 5.1613, 9.7900], [28.2126, 9.0712, 10.1018], [26.6776, 8.3485, 10.5686], [19.8613, 3.8826, 12.7791], [18.6147, 3.8886, 12.8842], [18.0210, 4.8522, 12.1902], [17.9672, 2.9775, 13.4091], [20.2305, 4.6978, 12.3109], [20.3832, 3.1203, 13.1873], [17.0150, 4.7706, 12.1509], [18.5675, 5.6115, 11.8094], [21.2107, -1.7932, 15.7083], [22.2403, -1.4391, 16.4239], [22.9296, -2.5222, 16.5393], [22.4655, -0.3453, 16.9276], [20.4880, -1.0939, 15.8021], [20.9966, -2.7672, 15.5478], [22.5961, -3.3595, 16.0834], [23.7512, -2.5223, 17.1267], [14.1529, -4.2284, 16.1747], [14.8348, -3.2095, 16.6481], [14.8436, -2.3315, 15.7020], [15.4198, -3.1350, 17.6787], [13.9663, -4.1286, 15.1871], [13.8423, -4.9324, 16.8289], [14.1511, -2.3906, 14.9692], [15.4435, -1.5376, 15.8749], [12.5776, 8.7073, 8.1474], [11.5454, 9.5670, 7.7599], [11.8233, 11.0330, 8.0414], [12.8210, 11.5362, 7.1979], [12.1139, 8.0544, 8.6770], [11.3471, 9.4718, 6.6923], [10.6178, 9.2157, 8.2118], [12.0446, 11.2216, 9.0919], [10.9130, 11.6151, 7.8975], [12.4435, 12.0999, 6.5187], [17.8970, 12.7930, 12.3543], [16.5111, 13.0660, 12.5327], [15.8814, 12.0777, 13.4944], [14.5872, 12.4898, 13.7470], [18.1926, 13.5977, 11.9222], [16.3272, 14.1013, 12.8197], [16.0472, 13.1415, 11.5493], [16.5258, 12.0963, 14.3733], [15.9648, 11.0575, 13.1196], [14.1475, 11.7975, 14.2459], [15.7588, 0.3748, 8.8513], [16.0660, -0.9384, 8.7086], [15.1956, -1.4888, 7.5891], [13.8551, -1.2689, 7.9918], [16.1961, 0.7482, 9.6201], [17.1192, -1.0125, 8.4377], [15.9395, -1.4787, 9.6468], [15.4777, -2.5415, 7.5721], [15.4247, -0.9170, 6.6898], [13.8964, -0.4948, 8.5582], [27.3599, 6.7121, 17.6943], [26.9403, 5.8668, 16.6408], [25.4316, 6.0378, 16.2005], [25.3196, 7.0921, 15.2701], [27.2655, 6.1395, 18.4590], [27.6165, 6.0228, 15.8002], [27.2579, 4.8802, 16.9783], [24.7385, 6.1545, 17.0336], [25.1505, 5.0898, 15.7417], [24.4034, 7.3672, 15.1893], [17.7923, 9.0120, 8.5388], [17.9039, 9.9176, 8.8280], [16.8682, 8.8210, 8.6993], [22.2785, 6.8599, 9.1391], [21.4260, 7.0509, 8.7480], [22.6997, 6.2655, 8.5182]], "forces_ev_per_a": [[-0.77, 1.06, 5.70], [1.74, 1.26, -1.42], [-2.03, -3.32, -3.25], [1.05, 0.71, -0.45], [0.04, 0.23, -0.08], [0.01, 0.11, -0.38], [-0.33, -0.02, 0.16], [0.30, 0.00, -0.28], [2.39, -1.27, -3.16], [-1.59, -0.77, -3.35], [0.72, 2.54, 6.91], [-1.30, -0.13, 0.44], [0.15, -0.18, 0.33], [-0.02, -0.04, -0.76], [-0.39, 0.09, -0.30], [0.02, -0.26, -0.13], [-1.51, -1.72, 0.01], [0.35, 1.30, 1.29], [-0.97, 1.31, 0.28], [2.11, -0.67, -1.46], [0.22, -0.63, -0.15], [-0.41, 0.24, 0.15], [-0.24, -0.39, -0.07], [0.43, 0.56, -0.04], [6.48, 0.46, -0.12], [-5.63, -2.65, 0.44], [-1.47, 1.66, -0.64], [-0.15, 0.13, 0.42], [1.06, -0.72, 0.26], [0.19, 0.52, -0.15], [0.30, 0.59, -0.15], [-0.79, -0.02, -0.10], [-4.64, 1.71, -2.38], [0.35, 1.88, 1.39], [4.62, -3.43, 1.63], [-0.04, -0.14, -0.33], [-0.55, -0.52, -0.60], [-0.44, 0.68, 0.08], [0.80, 0.13, 0.50], [-0.11, -0.29, -0.30], [-1.75, -3.17, 0.15], [0.11, -1.20, 0.28], [1.09, 4.67, -2.67], [1.16, 0.18, 2.78], [-0.59, -1.36, 0.59], [-0.09, -0.17, -0.76], [0.53, 0.85, 0.19], [-0.45, 0.20, -0.58], [0.25, -0.40, 0.41], [-0.84, 0.51, -0.51], [-1.02, 0.05, 0.18], [0.91, 0.22, -0.13], [0.61, -0.32, 0.10], [0.25, 0.03, -0.34], [-0.24, 0.44, 0.35], [0.59, -0.25, 0.07], [-0.40, -0.18, -0.19], [-0.08, -0.11, 0.10], [-0.30, 0.30, 0.24], [-0.39, 0.46, -0.89], [1.71, 0.21, -0.43], [-1.03, 0.05, 0.22], [0.63, -0.16, -0.08], [0.26, 0.08, 1.08], [-0.45, -1.00, -0.28], [-0.04, 0.08, 0.43], [-0.23, -0.11, -0.35], [-0.16, 0.07, 0.04], [-0.88, 2.64, 0.47], [1.39, -1.53, -0.60], [0.47, 0.60, 1.71], [-0.20, -0.76, -0.44], [-0.03, 0.07, 0.03], [0.31, -0.43, -0.20], [-0.30, -0.36, 0.05], [-0.59, -0.15, -0.70], [0.03, -0.38, -0.32], [-0.20, 0.32, 0.02], [-0.25, 0.25, 0.28], [-0.34, 0.13, -0.30], [1.30, -0.98, 0.21], [0.29, 0.28, -0.08], [0.11, 0.53, 0.39], [-0.38, 0.46, -0.36], [-0.99, -0.63, -0.34], [0.32, 0.25, 0.38], [-0.04, -0.22, -0.29], [-0.02, -0.07, 0.10], [0.25, -0.20, -0.03], [0.05, 0.25, 0.07], [-0.29, -0.06, -0.02], [0.11, 0.01, 0.28], [-0.27, 0.13, -0.10], [0.14, -0.14, -0.17]], "mulliken_charge": [-0.4305, 0.5947, -0.4168, -0.6413, 0.2177, 0.2419, 0.2267, 0.2078, -0.4074, 0.6122, -0.3441, -0.6334, 0.2137, 0.1780, 0.1666, 0.2145, -0.3797, 0.6560, -0.3798, -0.6253, 0.1678, 0.2098, 0.2020, 0.1519, -0.3371, 0.6933, -0.4073, -0.7009, 0.1540, 0.2239, 0.2111, 0.1626, -0.4194, 0.6657, -0.3661, -0.6594, 0.2340, 0.1953, 0.1421, 0.2082, -0.3896, 0.6598, -0.4156, -0.6175, 0.1676, 0.2146, 0.1735, 0.2067, -0.4962, -0.3564, -0.3939, -0.5171, 0.3401, 0.1963, 0.3726, 0.2385, 0.3017, 0.3140, -0.5174, -0.4289, -0.2784, -0.5075, 0.3087, 0.3040, 0.3081, 0.2348, 0.2674, 0.3090, -0.5399, -0.4972, -0.2684, -0.5084, 0.2962, 0.3409, 0.3256, 0.2882, 0.2420, 0.3201, -0.4991, -0.5585, -0.2489, -0.5162, 0.3125, 0.2743, 0.3688, 0.2929, 0.2691, 0.3037, -0.6335, 0.3154, 0.3205, -0.6476, 0.3202, 0.3249]}



Entry 2:
{"formula": "C2H3INO2", "method": "wB97M-V/def2-TZVPD", "energy_ha": -580.8866, "homo_ev": -2.89, "total_charge": -1, "fmax_ev_per_a": 3.677, "relative_energy_kj_mol": 353.9, "elements": ["C", "C", "N", "O", "O", "I", "H", "H", "H"], "xyz": [[-0.3045, 0.8915, 1.0103], [0.5214, -0.0130, -0.8914], [-1.6610, 1.1424, 0.5423], [-0.1433, 1.2703, 2.1584], [0.7210, 0.2909, 0.5048], [1.9392, -1.5297, -1.3036], [-0.1939, -0.7173, -0.5692], [-1.9138, 1.7814, -0.2278], [-2.3051, 1.1983, 1.4200]], "forces_ev_per_a": [[-0.84, 1.98, 2.98], [-0.62, 0.18, -1.02], [-0.80, -0.89, 0.55], [-0.20, 0.18, 1.43], [0.39, 1.46, -0.07], [1.38, -0.94, -0.42], [-2.12, -1.40, -1.69], [0.74, -0.92, 0.63], [2.07, 0.35, -2.40]], "mulliken_charge": [0.7399, -0.9215, -0.4699, -0.6676, -0.0460, -0.2807, 0.1789, 0.2274, 0.2395]}



Entry 3:
{"formula": "C3H2O", "method": "wB97M-V/def2-TZVPD", "energy_ha": -190.5547, "homo_ev": [-9.89, -9.89], "total_charge": 0, "fmax_ev_per_a": 7.601, "relative_energy_kj_mol": 283.1, "elements": ["C", "C", "C", "O", "H", "H"], "xyz": [[-1.1137, -0.1558, 0.3475], [-2.2268, 0.1550, -0.1675], [0.3568, -0.4480, 0.1280], [1.2571, 0.4433, -0.1885], [0.6431, -1.4044, -0.1349], [1.0835, 1.4099, 0.0154]], "forces_ev_per_a": [[5.58, -0.77, -0.58], [0.26, -0.12, 0.27], [-6.62, 3.71, -0.44], [0.46, 0.87, 0.92], [0.84, -2.03, 0.07], [-0.51, -1.66, -0.23]], "mulliken_charge": [-0.3154, -0.2116, 0.1686, -0.4202, 0.3776, 0.4010]}